# 1
The following is a DFT calculation (ωB97M-V/def2-TZVPD) of a structure of composition C33H51BF4GdNPS at a distorted geometry.

## Properties
Frontier orbital gap (alpha / beta): 3.6849 / 4.7714 eV
Calculated total energy: -89049.8404 eV
Spin multiplicity: 8
Largest force on an atom: 0.051 Eh/bohr
Charge: -1

Atoms and positions in Å:
H  6.1829  12.0248  9.9855
H  7.4768  11.8156  11.1992
F  9.6483  8.3703  8.9024
H  9.6911  9.5322  15.4566
H  10.3419  8.9677  12.5605
H  8.3996  9.9907  11.5522
H  10.8127  14.9991  16.0294
C  10.3225  15.7905  6.5344
F  10.3686  9.9197  7.2236
C  8.7039  17.5539  8.8719
C  9.8014  12.3249  14.5367
H  11.9754  18.2810  9.7049
C  7.2693  13.8783  10.4464
H  12.7275  13.1558  15.0784
H  8.5859  14.6936  17.3409
C  11.1700  17.5706  9.4457
H  6.3018  17.0086  9.8031
C  10.6859  14.6805  7.5393
C  14.6461  12.5086  14.1466
S  13.0979  15.8510  9.7937
H  15.0752  11.0104  12.6059
C  6.9401  16.1584  9.8737
H  13.4875  10.1664  14.9102
H  11.9856  10.7246  15.5510
H  12.7118  14.9513  6.5654
C  9.6741  9.5220  13.2178
C  10.5473  15.1041  9.1071
H  10.9900  14.2086  9.6299
C  8.3886  12.0488  15.0372
H  7.6919  11.8570  14.2096
C  11.5116  16.2123  9.4476
C  13.0018  11.6749  12.3259
C  9.0939  15.1834  9.6071
C  8.9567  13.9716  16.5866
C  7.7917  13.2014  15.8790
H  13.7744  12.2755  16.1300
H  9.1536  6.4319  13.0223
C  14.4693  11.9383  12.7409
P  10.3241  11.2767  13.0758
H  7.7248  8.2630  15.1906
H  8.6550  13.6429  7.4857
H  10.7510  15.4941  5.5326
C  8.3082  7.0458  13.3818
H  5.3306  14.8579  10.4126
B  9.8360  9.6031  8.4348
H  7.2117  13.9145  15.2483
C  9.9751  18.1350  8.9757
H  9.4759  14.1703  13.4144
C  9.7310  13.4675  7.3074
C  9.7387  8.8280  14.6364
H  9.5490  13.2085  17.1565
H  10.6966  8.3230  14.7476
F  8.6477  10.4003  8.6905
H  15.5464  12.0868  14.5697
C  8.2997  9.4628  12.5386
H  7.0915  12.7515  16.6473
N  8.5963  14.0295  10.2254
C  10.0769  13.8417  14.2667
H  14.8675  12.6322  11.9705
C  8.2969  16.2963  9.4519
H  7.5139  6.3138  13.5938
H  7.5306  10.0512  13.1019
H  12.7924  14.1498  8.1319
H  8.9639  6.9903  15.4749
H  6.7290  8.0440  12.2667
C  6.7174  12.5348  10.8095
Gd  9.5732  11.9611  10.3459
H  12.2478  9.8083  13.1263
C  12.1856  10.8773  13.3433
C  13.4369  12.3044  15.0800
C  6.4042  14.9637  10.2895
H  10.7607  16.7722  6.7783
H  9.8650  13.1678  6.2382
H  10.0453  12.6172  7.9081
H  9.2157  15.8849  6.3884
H  11.1221  14.0016  13.9282
H  12.5139  12.6164  12.1507
H  10.0480  19.1696  8.6736
H  6.0202  12.5744  11.7016
C  12.1697  14.2568  7.2203
H  12.1337  13.2474  6.7366
C  7.8377  8.0151  12.2894
C  12.7369  10.9752  14.7859
H  7.9046  18.1313  8.4648
C  9.8443  14.6906  15.5591
F  10.8742  10.2600  9.4094
H  8.2134  7.7059  11.3060
H  14.8609  13.6009  14.0799
H  8.3224  11.1026  15.6588
H  10.4641  12.0747  15.3780
H  12.9958  11.1095  11.3455
H  9.3894  15.6585  15.2374
C  8.6452  7.7614  14.7431



# 2
The following is a DFT calculation (ωB97M-V/def2-TZVPD) of a structure of composition C33H51BaMnN6O5 at a distorted geometry.

## Properties
Frontier orbital gap (alpha / beta): 5.9315 / 5.8440 eV
Calculated total energy: -86233.7251 eV
Spin multiplicity: 6
Largest force on an atom: 0.044 Eh/bohr
Charge: +1

Atoms and positions in Å:
N  -13.8423  11.3817  9.8735
H  -21.7487  11.3667  5.6654
H  -14.3548  8.4591  6.4642
C  -17.8882  11.6630  2.6914
H  -15.8475  11.3201  2.9082
H  -24.2778  10.7175  4.8919
O  -21.5443  18.3882  5.9847
C  -24.2192  10.1103  10.0703
H  -21.5052  13.0643  6.0481
H  -17.5174  9.1211  8.5233
C  -24.9900  12.3748  3.7416
H  -24.9495  9.7657  10.8040
O  -17.7317  12.4685  8.6119
C  -14.0093  10.4109  9.2648
H  -21.5683  7.7865  8.7074
H  -16.1484  10.7317  12.1955
O  -19.4330  14.6471  7.8050
H  -19.8843  5.9933  5.1638
C  -22.0581  9.0422  11.0059
Mn  -17.2357  13.9119  7.2460
O  -20.0870  18.0520  3.6798
H  -16.7360  9.2445  12.8043
C  -12.8576  9.9828  6.5068
C  -14.1824  9.3858  7.0074
C  -20.6967  6.6375  7.0873
H  -17.8208  11.0552  14.2550
H  -14.9924  10.0719  6.7491
H  -20.2603  7.7171  5.2576
C  -20.0570  17.2254  4.5494
H  -15.0827  8.6659  8.8418
N  -13.3751  11.7799  14.2578
H  -19.1878  10.1357  6.6073
H  -12.7191  9.9365  5.4303
H  -16.2152  11.7450  14.4865
H  -22.0668  11.9531  7.3125
C  -18.4893  7.1744  6.1436
H  -20.0708  6.0601  7.7690
H  -16.9028  11.0505  7.3729
C  -23.1016  9.0834  9.8800
C  -23.5813  12.5805  5.7997
H  -16.9455  10.2455  9.7200
N  -20.6410  11.2008  11.0918
N  -20.1515  11.4235  3.9568
H  -21.6841  8.5932  7.1647
H  -12.0077  9.4696  6.9708
C  -16.8215  9.8558  4.1505
C  -19.8672  6.8641  5.8179
H  -18.9257  11.8140  6.2501
H  -16.6323  10.1486  15.1697
C  -18.9953  15.2474  5.5098
C  -16.6994  11.2856  3.5899
H  -24.2295  12.3403  6.6426
C  -20.7655  17.4821  5.8776
H  -15.9152  9.6649  4.7233
H  -16.8773  9.1319  3.3415
H  -14.6205  8.9815  14.1180
N  -25.7265  12.9243  3.0584
H  -23.5298  8.0786  9.8284
C  -17.7689  10.0606  9.0173
O  -18.0460  14.3176  5.5477
H  -13.3527  8.5063  8.8109
C  -23.9941  11.7212  4.5924
C  -17.8021  11.1811  8.0033
H  -12.7324  11.0163  6.8469
C  -19.1513  16.0833  4.4878
C  -18.9985  11.1043  7.0777
H  -17.7737  12.6889  2.3278
C  -16.1586  10.1218  13.1108
H  -22.5778  8.9675  11.9666
C  -14.1701  9.1694  8.5125
H  -21.4407  8.1499  10.9232
C  -22.1346  12.1975  6.2529
H  -19.9023  11.3196  7.6611
H  -20.8971  16.8465  7.9386
Ba  -19.2959  13.6868  10.4127
C  -19.6863  15.5058  6.8207
H  -23.1102  11.6692  3.9438
H  -22.6453  9.2050  8.8935
H  -18.6481  15.8750  3.5529
C  -16.7588  10.8163  14.3144
H  -17.8845  11.0700  1.7750
C  -21.0268  7.9633  7.7713
C  -21.2726  10.2453  11.0537
H  -23.5940  13.6358  5.5540
C  -19.1703  11.5442  3.3638
C  -14.7034  9.7226  13.3149
H  -17.6781  9.8370  4.8222
H  -14.2018  9.3890  12.4116
C  -20.4643  16.5854  6.9817
H  -18.6873  10.0038  9.6054
H  -23.8553  11.0942  10.3702
H  -16.5796  11.9607  4.4311
H  -21.6158  6.1084  6.8540
H  -24.7698  10.2227  9.1368
N  -17.4012  7.4249  6.4036
C  -13.9442  10.8668  13.8523
H  -20.1434  8.5529  8.0315



# 3
The following is a DFT calculation (ωB97M-V/def2-TZVPD) of a structure of composition C33H51BrN8O4Rb.

## Properties
Frontier orbital gap: 6.0450 eV
Calculated total energy: -125850.5664 eV
Largest force on an atom: 0.007 Eh/bohr
Charge: +1

Atoms and positions in Å:
C  -1.5107  3.5662  2.7161
H  0.5724  -2.8044  2.6636
H  -0.0360  2.2005  -1.9579
N  -5.9701  -0.3840  -4.2576
H  1.5391  -0.5364  -1.3087
H  -1.2402  -0.9367  -5.4914
H  -0.2952  3.7793  -1.2051
C  1.4357  4.6050  2.4071
C  -4.3638  -3.7055  -4.4936
H  -2.0508  4.0936  3.5065
H  2.1052  1.0746  -1.4091
H  4.7112  -1.6058  0.6820
C  0.7697  -2.9186  4.8515
C  0.6566  4.0527  3.5818
H  2.9077  4.4970  -1.3301
C  1.1547  -2.3379  3.4637
H  1.3502  3.5828  4.2807
H  2.8723  -0.5334  1.5205
H  3.5510  4.8463  0.9618
H  -1.6614  -1.9534  5.0934
H  -5.8252  1.8648  -1.4854
C  -2.2880  0.3641  -2.0348
H  4.3358  0.5599  -0.5636
C  3.8826  -1.4861  -0.0231
C  2.2244  4.1474  -0.5486
C  2.9979  3.9276  0.7343
C  -3.2582  0.3491  -3.0772
H  0.1538  4.8768  4.0994
H  5.3003  -0.6352  -1.4059
N  0.9025  -0.8897  3.4279
H  -4.1879  1.8615  0.3754
O  -0.2750  3.0553  3.2047
H  2.1226  -1.8522  0.9923
C  0.4253  3.1663  -1.7526
H  0.6868  3.6656  -2.6888
H  4.6493  -3.2081  -1.0359
N  2.6615  -1.0555  0.6757
H  3.7249  3.1239  0.5978
H  -4.9846  -2.1655  -5.8580
N  1.3663  -2.5185  -1.5448
H  0.7286  -2.6717  -2.3206
C  1.3811  -0.8512  5.8619
O  -1.8562  0.7293  0.2889
C  -4.5695  0.8191  -2.8269
N  2.0299  0.1709  -1.8929
C  2.7549  -2.8109  -1.9356
H  -3.5432  -0.0725  -5.1791
C  -5.3896  -2.0511  -2.5032
C  -0.7100  -0.5524  -3.4312
H  2.1125  5.3922  2.7594
C  3.3819  -0.3681  -2.2693
C  3.2184  -1.7371  -2.9205
C  -0.5226  -0.6541  3.7369
H  1.0496  -0.0803  6.5590
H  2.8416  -3.7824  -2.4342
H  1.4619  4.9192  -0.4096
H  -2.0959  2.7154  2.3697
C  -4.8560  -3.2831  -2.1694
C  -0.8623  -1.2129  5.1443
C  -4.8381  1.4391  -1.6271
C  -1.5792  -0.5698  -4.5322
H  2.7715  -0.3827  4.2218
C  -3.9194  1.4405  -0.5855
N  -5.6545  0.7060  -3.7517
O  1.5912  2.9366  -0.9521
H  -5.7944  -1.4142  -1.7295
H  -0.7085  0.4221  3.6973
N  -1.0188  -0.0890  -2.2421
H  3.3012  -3.5651  0.0161
H  -1.1257  -1.1232  2.9566
H  2.2534  -1.3384  6.3007
H  2.5246  -1.6755  -3.7644
H  -1.3625  4.2485  1.8728
C  -4.9215  -2.4789  -4.8236
Br  -3.5315  -5.7456  -2.6934
C  -4.3206  -4.0870  -3.1649
H  1.6194  -3.4177  5.3199
C  3.6736  -2.8381  -0.7120
H  -1.1934  -0.4179  5.8141
H  0.2948  -0.9588  -3.5696
C  -5.3868  -1.6290  -3.8310
O  2.1846  3.5434  1.8271
H  -3.9767  -4.3589  -5.2629
H  1.4327  0.3161  -2.7093
N  0.3185  -1.8443  5.7304
H  3.7934  0.3365  -2.9933
C  4.2913  -0.4222  -1.0447
H  2.2154  -2.5041  3.2530
H  0.7564  5.0489  1.6713
H  1.5046  0.8278  4.4449
H  4.1860  -2.0206  -3.3396
Rb  0.5588  1.1768  1.1718
H  1.0572  -3.1437  -0.8086
C  1.7153  -0.2448  4.4717
C  -2.6487  0.8456  -0.6957
H  -4.8491  -3.6148  -1.1403
C  -2.8478  -0.1050  -4.3514
H  -0.0348  -3.6500  4.7637